{"formula": "C4H6N2", "method": "ωB97M-V/def2-TZVPD", "species": ["N", "C", "C", "C", "N", "C", "H", "H", "H", "H", "H", "H"], "positions_angstrom": [[0.8724, 1.3944, -0.1083], [-0.4813, 1.0305, 0.2844], [0.1879, 0.4714, -0.9330], [0.3967, -1.0606, -0.4510], [0.2816, -1.2745, 0.9947], [-0.7210, -0.4616, 0.4900], [1.6082, 0.9067, 0.3992], [-1.2262, 1.8151, 0.4212], [-0.2118, 0.6817, -1.9198], [0.0721, -1.9351, -1.0092], [0.9431, -0.7843, 1.5829], [-1.7217, -0.7837, 0.2489]], "molar_mass_g_mol": 82.11, "e_above_lowest_kcal_mol": 122.9, "homo_ev": -8.1, "orbital_gap_ev": 9.32, "total_charge": 0}